Record 1
An isolated ion of composition C5H9N2 and charge +1 at a distorted geometry, computed with wB97M-V/def2-TZVPD.

Calculated values
⟨S²⟩	2.01
2S+1	3
E_HOMO (spin up / spin down)	-11.70 / -14.10	eV
Kohn-Sham gap (spin up / spin down)	8.073 / 7.077	eV
energy	-8297.902	eV
total charge	+1

Element x y z (Å)
C  1.1435  -0.4581  -0.8113
C  -1.1214  1.7913  0.4261
C  -0.9735  -0.9046  0.3314
C  0.1863  1.2852  0.6793
C  -0.9100  0.3578  1.0368
N  0.1779  -1.2522  -0.4262
N  2.1141  -0.7048  -1.6051
H  -1.5428  2.5116  1.0329
H  -1.5027  1.8553  -0.4970
H  -1.0080  -1.7214  0.9944
H  -1.8527  -0.8457  -0.2804
H  1.0213  1.7382  1.1355
H  -1.1664  0.4643  2.0925
H  0.3356  -2.2898  -0.3455
H  3.0064  -0.1530  -1.6754
H  2.0923  -1.6742  -2.0880

The net atomic charges from natural (NBO), expressed in e, are: 0.712 -0.441 -0.236 -0.111 -0.300 -0.568 -0.772 0.235 0.221 0.230 0.237 0.206 0.255 0.434 0.468 0.430

***

Record 2
One molecule with the formula C2F6 at a distorted geometry, computed with wB97M-V/def2-TZVPD.

Calculated values
E_HOMO	-14.46	eV
structure (SMILES)	FC(F)(F)C(F)(F)F
Kohn-Sham gap	15.358	eV
energy	-18378.626	eV
total charge	0

Element x y z (Å)
F  1.2073  -1.3169  -0.6109
C  0.0875  -0.7517  -0.0188
F  -1.1119  -1.2318  -0.5795
F  0.2345  -1.3426  1.2427
C  -0.0936  0.8061  -0.0243
F  -0.9145  1.1741  1.0218
F  -0.5645  1.2913  -1.2339
F  1.1550  1.3715  0.2030

The net atomic charges from natural (NBO), expressed in e, are: -0.294 0.895 -0.312 -0.308 0.907 -0.291 -0.290 -0.308

***

Record 3
C22H20IMnN2O2Te as an isolated structure, computed with wB97M-V/def2-TZVPD.

Calculated values
⟨S²⟩	0.78
2S+1	2
E_HOMO (spin up / spin down)	-11.27 / -11.25	eV
Kohn-Sham gap (spin up / spin down)	7.880 / 7.848	eV
energy	-76920.489	eV
total charge	+1

Element x y z (Å)
Mn  -0.2639  0.5546  0.3081
C  -0.8092  3.9122  -2.6922
C  0.1319  2.8106  -3.0648
N  0.6339  2.7892  -4.2745
C  1.4831  1.7992  -4.6250
C  1.8865  0.7975  -3.7838
C  2.8346  -0.2725  -4.2578
O  2.3544  -1.5919  -3.9877
C  1.3450  0.7904  -2.4682
C  1.7509  -0.2293  -1.5423
N  1.1080  -0.5887  -0.4669
C  1.6538  -1.7208  0.2298
C  2.2206  -2.7875  -0.4669
C  2.7433  -3.8700  0.2193
C  2.6931  -3.9195  1.6041
C  2.0986  -2.8859  2.3108
C  1.5841  -1.8045  1.6134
I  0.6163  -0.2889  2.6563
C  0.4561  1.8061  -2.1069
O  -0.0547  1.9065  -0.8962
H  -0.9089  4.5927  -3.5326
H  -0.4503  4.4561  -1.8176
H  -1.7924  3.5111  -2.4350
H  1.8432  1.8319  -5.6470
H  3.8022  -0.1990  -3.7568
H  3.0205  -0.1392  -5.3255
H  1.6867  -1.8152  -4.6456
H  2.6715  -0.7522  -1.7686
H  2.2310  -2.7753  -1.5494
H  3.1799  -4.6884  -0.3363
H  3.0962  -4.7686  2.1380
H  2.0339  -2.9256  3.3892
C  -4.0524  -0.8458  1.2352
Te  -2.8182  0.7654  0.6034
C  -4.0226  0.7796  -1.1466
C  -5.3221  0.1749  -0.6714
C  -6.4983  0.3714  -1.3888
C  -7.6805  -0.2074  -0.9611
C  -7.6958  -0.9868  0.1880
C  -6.5291  -1.1849  0.9052
C  -5.3375  -0.6061  0.4795
H  -4.1710  -0.7928  2.3143
H  -3.5804  -1.7892  0.9655
H  -3.5455  0.1900  -1.9282
H  -4.1223  1.8099  -1.4789
H  -6.4864  0.9842  -2.2813
H  -8.5925  -0.0450  -1.5191
H  -8.6196  -1.4339  0.5286
H  -6.5420  -1.7884  1.8042

The net atomic charges from natural (NBO), expressed in e, are: 0.869 -0.644 0.188 -0.371 0.008 -0.039 -0.098 -0.730 -0.205 0.212 -0.563 0.170 -0.248 -0.164 -0.186 -0.223 -0.203 0.317 0.338 -0.742 0.246 0.234 0.216 0.203 0.195 0.197 0.481 0.214 0.248 0.235 0.237 0.238 -0.610 0.592 -0.639 0.025 -0.217 -0.188 -0.191 -0.180 -0.100 0.248 0.242 0.242 0.248 0.221 0.228 0.228 0.220